{
  "formula": "C46H37N5O2OsS2",
  "method": "ωB97M-V with the def2-TZVPD basis set",
  "elements": ["Os", "C", "O", "C", "C", "C", "C", "C", "C", "N", "N", "C", "C", "O", "C", "C", "C", "C", "C", "C", "C", "C", "H", "H", "H", "H", "H", "H", "H", "H", "H", "H", "H", "H", "H", "S", "C", "C", "C", "C", "C", "C", "N", "C", "C", "C", "C", "C", "C", "C", "C", "N", "C", "C", "C", "C", "C", "S", "C", "H", "H", "H", "H", "H", "H", "H", "H", "H", "H", "H", "H", "C", "N", "C", "C", "C", "C", "C", "C", "C", "C", "H", "H", "H", "H", "H", "H", "H", "H", "H", "H", "H", "H"],
  "xyz": [[-0.040200, -0.335800, -0.182200], [-3.005300, -1.028300, -2.070100], [-2.415300, -0.315300, -0.992000], [-2.817700, 1.001000, -0.812500], [-3.920200, 1.569400, -1.423200], [-4.290400, 2.873600, -1.120900], [-3.563800, 3.620200, -0.206300], [-2.460400, 3.066200, 0.409000], [-2.050500, 1.763300, 0.100600], [-0.906100, 1.207500, 0.658300], [-0.606800, 1.681500, 1.847600], [0.446100, 1.550500, 2.614900], [1.642300, 0.797500, 2.378100], [1.662400, -0.162200, 1.352200], [2.731400, 0.900700, 3.230300], [2.676300, 1.646200, 4.386800], [1.459900, 2.233600, 4.787900], [1.312200, 2.807200, 6.064800], [0.093300, 3.288900, 6.480800], [-1.003000, 3.247600, 5.621900], [-0.876300, 2.717100, 4.353300], [0.343600, 2.191100, 3.917500], [-2.861200, -0.500200, -3.015500], [-4.070300, -1.183000, -1.890400], [-2.503700, -1.991900, -2.115300], [-4.512900, 1.003700, -2.123200], [-5.164800, 3.288000, -1.594500], [-3.856500, 4.631200, 0.023900], [-1.880200, 3.622100, 1.126500], [3.632300, 0.356200, 2.994500], [3.546400, 1.722600, 5.018800], [2.173600, 2.840700, 6.713400], [-0.017800, 3.688200, 7.477700], [-1.959900, 3.621300, 5.955100], [-1.721800, 2.668300, 3.685100], [1.556000, -5.801200, 0.846400], [2.698900, -7.073300, 0.943200], [3.546800, -7.091300, -0.121500], [3.264500, -6.083500, -1.056800], [2.209500, -5.290500, -0.685600], [1.686800, -4.149600, -1.391000], [1.132200, -3.086000, -0.664100], [0.718700, -1.951200, -1.202800], [0.769800, -1.836000, -2.554700], [1.251400, -2.873900, -3.384600], [1.211800, -2.688600, -4.799300], [0.723800, -1.549700, -5.345400], [0.247500, -0.478500, -4.530200], [-0.319800, 0.686100, -5.043900], [-0.791600, 1.673700, -4.178400], [-0.574100, 1.481200, -2.796200], [-0.078300, 0.374700, -2.288600], [0.307700, -0.620500, -3.123700], [-1.537400, 2.805800, -4.652700], [-2.153700, 2.934900, -5.878700], [-2.894200, 4.117700, -6.003200], [-2.830500, 4.894400, -4.883600], [-1.887800, 4.186400, -3.646400], [1.736800, -4.033800, -2.777800], [2.675400, -7.747500, 1.776200], [4.343600, -7.801500, -0.238600], [3.834900, -5.927300, -1.954700], [1.067100, -3.177000, 0.410000], [1.577100, -3.488400, -5.424200], [0.676400, -1.428500, -6.416600], [-0.393500, 0.809200, -6.112800], [-0.861800, 2.258400, -2.102500], [-2.096700, 2.196200, -6.658000], [-3.453300, 4.383200, -6.882600], [-3.295500, 5.846300, -4.717700], [2.133200, -4.829100, -3.387900], [-1.961600, -2.672600, 4.190600], [-0.607900, -2.214300, 4.020600], [-0.162600, -1.217400, 4.956600], [-0.144800, -2.095400, 2.672500], [1.356900, -2.258100, 2.568200], [1.947800, -3.384700, 3.131600], [3.292400, -3.651700, 2.952800], [4.069500, -2.814000, 2.171300], [3.510900, -1.676500, 1.615300], [2.172100, -1.385500, 1.843600], [-2.152600, -2.839300, 5.248700], [-2.104500, -3.620400, 3.671400], [-2.700200, -1.954100, 3.811000], [-0.395000, -1.547700, 5.967400], [-0.648200, -0.244400, 4.798400], [0.914900, -1.086900, 4.871300], [-0.478000, -1.140400, 2.171800], [-0.608400, -2.909800, 2.102900], [1.331500, -4.046900, 3.716100], [3.728400, -4.527300, 3.405000], [5.113700, -3.026600, 2.013500], [4.104500, -1.005600, 1.013500]],
  "forces_ev_per_a": [[-1.0, 1.0, -1.3], [-0.1, -0.4, -0.4], [1.0, 0.5, 0.7], [0.5, 0.3, 0.6], [0.0, -0.2, -0.1], [0.2, -0.1, 0.1], [-0.2, -0.1, -0.1], [0.2, -0.4, -0.1], [-1.6, 0.6, -0.5], [2.0, 0.4, 3.7], [-3.3, 0.6, -3.1], [2.8, -1.6, 0.7], [-1.6, 0.6, 0.3], [-0.6, 0.4, -0.9], [0.6, 0.0, 0.1], [-0.5, -0.2, -0.5], [-0.1, 0.0, 0.0], [-0.3, 0.2, 0.2], [0.7, -0.1, 0.2], [-0.1, -0.2, -0.7], [-0.3, 0.3, 0.3], [0.1, 0.1, -0.3], [0.0, 0.1, 0.0], [0.1, 0.0, 0.0], [0.0, 0.0, 0.1], [-0.1, -0.1, -0.1], [-0.1, 0.1, -0.1], [0.0, 0.1, 0.0], [0.1, 0.1, 0.0], [0.1, 0.0, 0.0], [0.1, 0.0, 0.1], [0.1, 0.0, 0.1], [0.0, 0.1, 0.0], [-0.1, 0.0, 0.0], [-0.1, 0.0, 0.0], [0.3, -0.3, -0.7], [-0.1, 0.2, 0.0], [-0.1, -0.2, 0.3], [-0.4, 0.4, 0.0], [0.2, -0.7, 0.6], [-0.2, 0.4, -0.8], [0.1, -0.2, -0.1], [0.4, -1.0, -0.2], [0.3, -0.4, -0.3], [-0.2, 0.5, 0.5], [-0.1, 0.3, -0.3], [0.1, -0.4, 0.0], [0.0, -0.1, 0.8], [-0.1, 0.4, 0.5], [0.5, -1.0, 0.0], [-0.2, 0.4, -0.1], [0.7, -0.9, 1.4], [0.0, 0.0, -0.7], [-0.5, 0.9, -0.2], [0.4, -0.2, 0.5], [-0.1, 0.4, 0.1], [0.0, -0.2, 0.1], [0.0, -0.3, -0.6], [-0.1, 0.1, 0.6], [0.0, -0.1, 0.2], [0.1, -0.2, 0.0], [0.1, 0.1, -0.2], [0.0, 0.1, 0.0], [0.0, -0.1, -0.1], [0.0, 0.0, -0.1], [0.0, 0.0, -0.1], [0.0, 0.0, 0.1], [0.0, -0.2, -0.1], [-0.1, 0.1, -0.1], [-0.1, 0.2, 0.0], [0.0, -0.2, -0.1], [-0.2, 0.1, -0.1], [0.5, -0.5, -0.2], [-0.1, 0.3, -0.1], [0.0, -0.2, 0.3], [-0.1, 0.5, -0.3], [0.1, 0.3, -0.1], [0.0, 0.0, 0.0], [0.0, 0.0, 0.0], [-0.3, 0.2, -0.2], [0.6, -1.3, 0.2], [0.0, 0.0, 0.0], [0.0, 0.0, 0.0], [-0.1, 0.0, 0.0], [0.1, 0.0, 0.0], [0.0, 0.1, 0.0], [0.1, 0.1, 0.0], [0.0, 0.1, -0.2], [0.0, 0.1, 0.0], [-0.2, -0.1, 0.1], [0.1, -0.1, 0.1], [0.1, 0.0, -0.1], [0.1, 0.1, 0.0]],
  "mulliken_charge": [0.480, -1.226, -0.345, 1.391, -0.612, -0.834, -0.953, -0.220, -0.158, 0.614, -0.446, 0.445, 1.016, -0.638, -0.694, -0.992, 0.885, -1.178, -0.573, -0.817, -0.787, 0.610, 0.464, 0.438, 0.296, 0.473, 0.483, 0.450, 0.575, 0.527, 0.479, 0.461, 0.433, 0.443, 0.506, -0.012, -0.463, -0.607, -0.689, 0.363, 0.485, 1.222, 0.091, -0.175, 0.883, -1.092, -1.239, 0.786, -1.015, 0.617, -0.718, -0.023, -0.118, 0.331, -0.556, -0.640, -0.350, -0.055, -0.795, 0.492, 0.469, 0.464, -1.099, 0.507, 0.491, 0.498, 0.653, 0.380, 0.442, 0.486, 0.598, -0.976, 0.227, -0.999, -0.681, 0.089, -0.872, -0.701, -0.851, -0.400, 0.324, 0.365, 0.297, 0.310, 0.555, 0.340, 0.157, 0.207, 0.661, 0.575, 0.539, 0.520, 0.709],
  "homo_ev": [-12.538, -12.502],
  "relative_energy_kj_mol": 224.5,
  "total_charge": 2,
  "orbital_gap_ev": [6.00, 5.91]
}

=====

{
  "formula": "C24H79N13O13",
  "method": "ωB97M-V with the def2-TZVPD basis set",
  "elements": ["C", "C", "C", "O", "C", "N", "H", "H", "H", "H", "H", "H", "H", "H", "H", "H", "H", "C", "C", "C", "O", "C", "N", "H", "H", "H", "H", "H", "H", "H", "H", "H", "H", "H", "C", "C", "C", "O", "C", "N", "H", "H", "H", "H", "H", "H", "H", "H", "H", "H", "H", "C", "C", "C", "O", "C", "N", "H", "H", "H", "H", "H", "H", "H", "H", "H", "H", "H", "C", "C", "C", "O", "C", "N", "H", "H", "H", "H", "H", "H", "H", "H", "H", "H", "H", "O", "H", "H", "O", "H", "H", "O", "H", "H", "O", "H", "H", "C", "O", "N", "N", "H", "H", "H", "H", "C", "O", "N", "N", "H", "H", "H", "H", "C", "O", "N", "N", "H", "H", "H", "H", "C", "O", "N", "N", "H", "H", "H", "H"],
  "xyz": [[2.183240, -1.535372, 4.366005], [1.133513, -0.477493, 4.610609], [0.732975, -0.219742, 6.101612], [-0.164093, -1.278533, 6.547341], [-0.695111, -1.082653, 7.810393], [1.583030, 0.801059, 4.052123], [1.716382, -2.427179, 4.784113], [3.123148, -1.398322, 4.900699], [2.315859, -1.595440, 3.285770], [0.227627, -0.675806, 4.037773], [0.262882, 0.755931, 6.224749], [1.622656, -0.131349, 6.725109], [-1.446546, -0.297951, 7.722618], [0.069399, -0.793195, 8.531394], [-1.148469, -2.009507, 8.161807], [1.532681, 0.719670, 3.046668], [0.749243, 1.355659, 4.183705], [-2.257070, 1.302045, 3.627016], [-2.243009, 2.863542, 3.392696], [-3.057984, 3.514364, 4.444428], [-2.828396, 4.911052, 4.176832], [-3.667465, 5.510766, 3.200302], [-0.868696, 3.336132, 3.394784], [-2.273640, 0.654846, 2.750108], [-3.077667, 0.880507, 4.207536], [-1.368889, 0.988290, 4.175464], [-2.672806, 3.140482, 2.430056], [-2.615304, 3.412793, 5.435300], [-4.097073, 3.189447, 4.497610], [-3.598796, 5.003417, 2.238030], [-3.427959, 6.548834, 2.969723], [-4.703923, 5.440426, 3.530289], [-0.432499, 2.897424, 4.193146], [-1.112848, 4.282606, 3.649094], [-1.045325, -4.168441, 1.636249], [-0.608242, -5.339261, 0.736210], [-0.634101, -6.819663, 1.256335], [-1.762579, -7.194495, 2.049373], [-1.704575, -8.559385, 2.497635], [-1.383102, -5.200371, -0.470414], [-2.060325, -4.248057, 2.025505], [-0.892529, -3.184827, 1.192111], [-0.479490, -4.267964, 2.562544], [0.380364, -5.058331, 0.373106], [0.155227, -6.947074, 1.997166], [-0.568224, -7.506747, 0.412728], [-2.678037, -8.758712, 2.945681], [-0.902021, -8.656750, 3.228756], [-1.583671, -9.294699, 1.702156], [-1.311497, -6.149401, -0.808523], [-2.380210, -5.085321, -0.357952], [-0.246795, 3.242479, -3.972146], [1.112551, 3.713152, -3.433708], [2.367335, 2.770646, -3.668435], [3.627568, 3.115165, -3.112858], [3.511750, 3.111951, -1.671829], [1.492023, 4.964956, -4.004393], [-0.957848, 4.066424, -3.912124], [-0.650814, 2.473639, -3.313541], [-0.052298, 2.901392, -4.988978], [0.971666, 3.676478, -2.353479], [2.541971, 2.817925, -4.743320], [2.123541, 1.731717, -3.446418], [4.452455, 3.490161, -1.271641], [3.415236, 2.083808, -1.322977], [2.688964, 3.681620, -1.239847], [2.392415, 5.134661, -3.579427], [0.880811, 5.762334, -3.900900], [-1.442462, -1.619900, -7.561978], [-0.217885, -0.806822, -7.276199], [-0.398667, 0.003835, -5.967451], [-0.467668, -0.928792, -4.829873], [-0.717228, -0.307120, -3.593301], [0.885064, -1.735187, -7.014214], [-1.747312, -2.346972, -6.809309], [-1.246223, -2.296640, -8.393608], [-2.377954, -1.072275, -7.676239], [0.125947, -0.173400, -8.093908], [-1.197173, 0.745766, -5.962175], [0.432619, 0.700614, -5.859993], [-0.826463, -1.010933, -2.768178], [-1.592264, 0.341041, -3.641086], [0.099578, 0.344538, -3.283021], [1.587275, -1.322442, -6.417028], [0.311713, -2.315240, -6.418475], [-2.551003, -2.572875, -1.065938], [-2.896131, -2.809818, -1.926744], [-1.924038, -3.266123, -0.859624], [2.876458, 3.395288, 1.772434], [3.598901, 2.852987, 2.089014], [2.247675, 2.770415, 1.411318], [-3.257670, 0.176945, -0.020502], [-4.011578, 0.143868, 0.568368], [-3.205263, -0.703266, -0.392947], [-4.437227, 1.409194, -2.242229], [-4.658441, 0.626676, -2.747179], [-3.855476, 1.092411, -1.551258], [0.419074, 0.616372, 0.357210], [1.469287, 1.212238, 0.680360], [-0.634206, 1.223923, 0.291094], [0.263714, -0.668206, 0.253339], [-0.646889, 2.227056, 0.407983], [-1.519134, 0.785605, 0.079238], [1.071743, -1.224642, 0.013390], [-0.686431, -0.793971, -0.065263], [3.894148, -1.343131, -0.106167], [2.926112, -1.827919, -0.592922], [5.093711, -1.729130, -0.368318], [3.854379, -0.262247, 0.596521], [5.909622, -1.177617, -0.144217], [5.230973, -2.510418, -0.993507], [4.678325, 0.069270, 1.077459], [2.944452, 0.142127, 0.765715], [1.499084, -3.411637, -3.277269], [1.109702, -3.972792, -4.321954], [0.855091, -3.244925, -2.178247], [2.677789, -2.749195, -3.215387], [1.319871, -2.754587, -1.427483], [0.210567, -3.991361, -1.960240], [3.031588, -2.246950, -2.413706], [3.265769, -2.616742, -4.025837], [-0.139771, 5.084035, -0.124357], [-1.271443, 5.131438, -0.595531], [0.379813, 4.396980, 0.849599], [0.752938, 5.904319, -0.442222], [1.336864, 4.407666, 1.172130], [-0.291712, 3.730109, 1.202379], [0.412388, 6.706992, -0.951957], [1.738888, 5.685808, -0.458057]],
  "forces_ev_per_a": [[-1.1, -0.4, 0.6], [-0.1, 1.1, 0.6], [-0.4, -1.2, -0.5], [1.6, 0.3, -1.5], [-0.2, 0.4, 0.3], [-0.3, 0.5, 0.3], [0.3, -0.6, -0.4], [0.0, 0.4, -0.2], [0.3, -0.4, 0.1], [-0.3, -1.0, 0.4], [-0.5, 0.2, -0.3], [0.2, -0.5, 0.2], [-0.3, 0.2, 0.5], [0.1, 0.1, 0.2], [-0.1, 0.0, -0.2], [0.6, -0.2, -0.5], [0.2, 0.9, 0.2], [0.0, -0.1, -0.4], [-0.2, -3.8, -0.3], [0.6, 1.7, 0.3], [-0.9, 1.1, 0.5], [-0.5, -0.7, -0.3], [-0.7, -0.2, -0.1], [0.2, 0.4, -0.5], [-0.4, 0.6, 0.2], [0.1, 0.2, 0.1], [-0.2, -0.3, -0.2], [0.0, -0.4, 0.1], [-0.2, 0.3, -0.3], [0.0, -0.2, -0.1], [0.4, -0.1, 0.7], [-0.2, 0.2, 0.0], [0.3, 0.3, 0.3], [1.3, 0.9, 0.0], [0.4, -1.3, 1.6], [-1.1, 1.0, 0.6], [0.0, 0.8, 1.8], [-0.8, 0.0, -0.8], [-0.3, 1.0, -0.1], [-0.4, -1.0, -1.5], [-0.3, -0.1, -0.6], [0.2, -0.2, -0.1], [0.4, 0.5, 0.1], [0.6, -0.7, 0.6], [1.0, -0.1, -0.6], [0.4, 0.0, -0.2], [0.2, 0.1, 0.2], [0.0, -0.2, 0.1], [0.2, 0.2, -0.3], [-0.2, 0.1, -1.4], [-0.3, 0.0, 0.8], [1.2, -0.2, 0.2], [0.2, -1.1, 0.9], [-1.1, -0.1, -1.7], [-1.4, 0.8, 1.6], [1.1, -0.5, -0.3], [0.8, 0.3, -0.1], [0.1, 0.1, -0.3], [0.1, -0.2, -0.4], [-0.7, -0.1, -0.1], [0.0, 0.7, 0.5], [0.0, -0.1, -0.2], [-0.1, -0.2, 0.4], [0.0, 0.1, -0.1], [-0.2, -0.2, 0.1], [-0.1, 0.2, -0.4], [0.3, 0.9, -0.3], [-0.2, -0.2, 0.4], [-0.9, -1.0, -0.7], [0.7, 0.8, 1.7], [0.2, 0.2, 0.6], [-0.2, 0.7, -1.1], [0.2, 0.7, 0.0], [-1.0, -0.8, -0.5], [0.7, 0.2, 0.8], [-0.2, 0.4, -0.5], [0.3, 0.4, -0.6], [-0.7, 0.4, -0.1], [-0.9, -0.5, 0.0], [0.8, -0.3, 0.3], [-0.1, -0.5, -0.5], [-0.4, 0.0, 0.0], [0.4, 0.2, -0.1], [0.0, 0.2, 0.1], [1.3, -1.3, 0.7], [-0.5, 0.9, 0.2], [0.0, 0.0, -0.3], [0.5, -0.5, 0.0], [0.4, 0.6, 0.1], [0.1, 0.0, 0.2], [-0.4, -0.8, -0.3], [0.1, 0.2, 0.1], [-0.2, 0.2, 0.3], [0.2, -0.9, -0.3], [-0.3, 0.3, -0.4], [-0.1, -0.1, -0.2], [0.2, -0.1, 0.4], [6.4, -0.4, 2.1], [1.4, -0.4, -0.1], [-8.0, 5.8, -1.0], [0.0, -3.1, -0.4], [0.0, -0.3, -0.1], [-0.1, 0.3, 0.1], [-0.1, -0.4, -0.2], [0.5, -1.7, -0.3], [0.8, 1.8, 0.2], [-4.2, -2.4, -1.4], [4.7, -2.6, -1.4], [-0.1, 2.8, 2.7], [-0.3, -0.2, -0.1], [0.0, 0.1, 0.2], [-0.4, 0.1, 0.0], [-0.3, 0.7, 0.2], [2.0, 0.2, -5.2], [0.3, 0.2, 1.8], [-3.2, -0.6, 3.8], [2.5, 0.8, -1.2], [-0.1, -0.4, 0.0], [-0.3, 0.3, 0.3], [-0.6, -0.3, 0.2], [-0.6, -0.4, -0.2], [-2.7, -0.8, 0.4], [-0.8, -1.0, 0.6], [-2.0, -4.7, 2.6], [4.8, 6.8, -4.3], [-0.4, 0.2, 0.1], [0.9, -0.1, 1.0], [0.6, -0.2, -0.4], [-0.3, 0.3, 0.2]],
  "mulliken_charge": [-1.367, 1.188, -1.034, -0.304, -0.780, -0.820, 0.402, 0.308, 0.239, 0.130, 0.401, 0.527, 0.272, 0.325, 0.232, 0.155, 0.079, -0.975, 0.733, -0.765, -0.401, -0.688, -0.488, -0.078, 0.552, -0.091, 0.171, 0.246, 0.416, 0.286, 0.271, 0.314, 0.187, 0.356, -1.268, 0.877, -0.903, -0.317, -0.756, -0.682, 0.368, 0.079, 0.426, 0.015, 0.421, 0.385, 0.248, 0.312, 0.308, 0.191, 0.306, -1.045, 1.835, -0.670, -0.468, -0.258, -0.708, 0.518, -0.041, 0.270, -0.959, 0.440, 0.116, 0.402, 0.116, -0.055, 0.266, 0.253, -1.402, 0.080, -0.611, -0.277, -0.075, -0.743, 0.218, 0.426, 0.378, 0.409, 0.517, 0.233, 0.035, 0.524, -0.339, 0.296, 0.368, -0.596, 0.296, 0.145, -0.774, 0.317, 0.081, -0.688, 0.259, 0.273, -0.664, 0.288, 0.388, -0.313, 0.513, 0.626, 1.433, -0.476, -0.187, -0.189, -0.563, 0.531, -0.710, -0.446, -0.109, 0.136, 0.269, 0.207, -0.308, 0.498, -0.760, 0.126, -0.292, 0.200, -0.023, 0.224, 0.206, 0.770, -0.762, 0.085, -0.354, 0.367, -0.530, 0.264, 0.188],
  "homo_ev": -8.650,
  "orbital_gap_ev": 8.70
}

=====

no.,DFT total energy (hartree)
1,-3085.84838
2,-2651.67731